Entry 1:
9
Properties=species:S:1:pos:R:3:forces:R:3:nbo_charge:R:1 method="wB97M-V/def2-TZVPD" total_energy_ha=-267.11836 total_charge=0 relative_energy_kcal_mol=46.70 orbital_gap_ev=9.19 homo_energy_ev=-9.36 smiles="C=C(O)C=O"
C -0.41962 -0.72315 -0.85760 0.46 0.63 -0.60 -0.51
C 0.03612 -0.06294 0.22293 -0.40 0.01 -0.65 0.21
O 0.17850 -0.83339 1.32902 -0.04 -0.54 -0.25 -0.65
C 0.44336 1.36528 0.31830 -0.43 0.25 -0.24 0.37
O 0.04663 2.20904 -0.44865 0.19 -0.22 0.32 -0.49
H -0.06515 -1.74626 -0.98381 -0.81 -0.15 0.33 0.21
H -0.98550 -0.27960 -1.65274 0.48 0.42 -0.46 0.23
H -0.42274 -1.52335 0.96048 0.76 -0.28 1.64 0.49
H 1.18839 1.59437 1.11208 -0.22 -0.12 -0.09 0.13

---

Entry 2:
11
Properties=species:S:1:pos:R:3:forces:R:3:nbo_charge:R:1 method="wB97M-V/def2-TZVPD" total_energy_ha=-2065.64925 total_charge=0 relative_energy_kcal_mol=48.64 orbital_gap_ev=9.70 homo_energy_ev=-9.56
C -0.75028 -0.38069 -0.69824 -0.77 -0.12 -0.80 0.00
C 0.71662 1.30687 1.18011 -2.40 4.58 0.55 -0.32
C -0.75537 1.88414 1.28491 -1.27 0.43 2.24 0.14
N -1.35699 0.49872 -0.22282 1.81 -4.12 -1.94 0.02
N -1.72428 1.50497 0.28947 -0.46 4.04 2.09 -0.34
Cl 1.49296 1.91921 2.59009 1.75 0.02 0.63 0.06
Cl 1.31147 1.96530 -0.29168 1.05 -0.13 -0.96 0.05
Cl -1.36908 1.26674 2.97652 -0.21 -0.53 -0.81 -0.11
Cl -0.82345 3.64332 1.57372 0.13 -0.25 -0.93 0.03
H -0.68503 -1.42020 -0.89175 0.08 -0.40 0.14 0.25
H 0.61222 0.31184 1.27596 0.30 -3.53 -0.24 0.22